No. 1
The following is a DFT calculation (the ωB97M-V functional and the def2-TZVPD basis) of a structure of composition C9H12 in a non-equilibrium geometry.

## Properties
HOMO   -8.81 eV
Lowest unoccupied orbital energy   0.9 eV
Total energy   -349.75659 Ha
Charge   0

Last column: natural (NBO) charge in e.
CARTESIAN COORDINATES (ANGSTROEM)
C -3.048 1.070 -0.352  -0.6405
C -2.839 -0.175 0.444  -0.5177
C -1.454 -0.808 0.405  -0.1531
C -0.604 -0.685 -0.586  -0.2247
C 0.953 -1.041 -0.611  -0.2353
C 1.663 -1.334 0.650  -0.4117
C 2.383 -0.297 -0.364  -0.2900
C 2.367 1.062 0.124  -0.0329
C 2.145 2.212 0.239  -0.2506
H -4.093 0.617 -1.238  0.2112
H -2.014 1.654 -0.907  0.2508
H -3.794 1.913 0.449  0.2291
H -3.717 -0.968 -0.036  0.2159
H -3.307 -0.090 1.554  0.2315
H -1.052 -0.914 1.734  0.1856
H -1.137 -0.058 -1.406  0.2174
H 0.965 -1.766 -1.499  0.2363
H 2.321 -2.180 0.547  0.2218
H 1.546 -0.784 1.723  0.2561
H 3.206 -0.707 -0.998  0.2453
H 1.675 3.262 0.386  0.2557

No. 2
The following is a DFT calculation (the ωB97M-V functional and the def2-TZVPD basis) of a cluster of 14 separate species, C54H102N6O32P8 in total in a non-equilibrium geometry.

## Properties
HOMO   -8.81 eV
Lowest unoccupied orbital energy   0.3 eV
Total energy   -7586.43188 Ha
Charge   0

Last column: Mulliken charge in e.
CARTESIAN COORDINATES (ANGSTROEM)
N 18.410 16.379 13.967  0.7899
C 17.407 15.452 14.141  -0.3292
C 16.357 15.722 15.096  -1.1060
C 16.421 16.767 15.987  -1.5660
C 17.506 17.668 15.795  -0.0591
C 18.438 17.502 14.759  -1.0034
H 17.336 14.469 13.699  0.2427
H 15.589 14.992 15.309  0.7456
H 15.787 16.991 16.832  0.8880
H 17.616 18.508 16.466  0.8675
H 19.226 18.220 14.584  0.4854
N 21.399 19.241 15.912  0.3123
C 21.252 20.033 17.010  -0.6407
C 22.344 20.534 17.728  -0.3743
C 23.626 20.025 17.469  -0.6188
C 23.765 19.141 16.382  -0.7079
C 22.628 18.742 15.661  -0.6387
H 20.256 20.392 17.221  0.7197
H 22.129 21.076 18.636  0.4933
H 24.397 20.341 18.155  0.3885
H 24.749 18.720 16.231  0.4488
H 22.698 17.922 14.962  0.6136
N 15.088 12.148 19.661  -0.5491
C 16.210 11.445 19.999  -0.3872
C 17.324 11.284 19.105  -0.5481
C 17.236 11.892 17.881  -0.3022
C 16.104 12.484 17.457  0.7464
C 15.017 12.572 18.369  -0.9579
H 16.231 11.136 21.034  0.4350
H 18.200 10.727 19.404  0.3989
H 18.081 11.866 17.209  0.4342
H 16.098 12.759 16.413  -0.0809
H 14.110 13.104 18.122  0.7348
N 20.524 17.528 8.824  -0.6108
C 19.745 18.174 9.740  -1.0021
C 19.851 18.013 11.126  0.7800
C 20.961 17.234 11.564  -0.1402
C 21.832 16.700 10.643  -0.2983
C 21.544 16.762 9.258  -0.4684
H 19.082 18.980 9.462  0.5624
H 19.194 18.555 11.789  0.1062
H 21.143 17.137 12.624  0.2823
H 22.642 16.048 10.937  0.3292
H 22.181 16.244 8.557  0.3898
N 16.482 17.921 22.864  -0.6124
C 15.542 17.590 21.957  -0.3528
C 15.808 17.148 20.641  -0.4530
C 17.136 17.087 20.207  -0.2223
C 18.180 17.421 21.147  -0.3922
C 17.817 17.850 22.446  -0.4761
H 14.522 17.632 22.310  0.4035
H 14.983 17.118 19.944  0.3422
H 17.439 16.956 19.179  0.8920
H 19.200 17.407 20.794  0.4358
H 18.469 18.204 23.231  0.4291
N 14.028 18.961 17.871  0.1735
C 12.781 18.609 18.254  -0.3575
C 11.735 19.537 18.409  -0.9694
C 12.028 20.886 18.056  -0.2913
C 13.319 21.237 17.640  -0.7823
C 14.290 20.218 17.604  -0.3356
H 12.659 17.541 18.360  0.6202
H 10.752 19.323 18.803  0.4371
H 11.361 21.725 18.192  0.3770
H 13.595 22.259 17.428  0.5018
H 15.257 20.351 17.142  0.6566
C 16.838 20.970 13.778  -1.0774
O 17.299 20.684 12.399  0.8015
P 16.208 20.335 11.270  0.1297
O 16.758 20.035 9.958  -0.7103
O 15.349 19.208 11.944  -0.1564
C 15.757 17.832 11.795  0.6795
O 15.254 21.685 11.341  -0.3445
C 15.626 22.798 10.517  -0.5037
H 17.022 20.111 14.423  0.1204
H 15.790 21.249 13.889  0.6636
H 17.356 21.822 14.217  0.3463
H 15.286 17.343 10.942  0.3102
H 15.461 17.321 12.711  -0.3843
H 16.831 17.733 11.634  -0.3796
H 15.769 23.656 11.173  0.2670
H 14.875 22.891 9.731  0.3317
H 16.613 22.700 10.067  0.0789
C 12.838 16.519 14.588  -0.0697
O 12.569 16.798 13.236  -0.3584
P 12.674 15.703 12.024  0.5353
O 14.069 15.190 11.662  -0.3539
O 11.871 16.416 10.823  -0.4163
C 10.514 16.818 10.989  -0.7262
O 11.589 14.655 12.489  0.3133
C 11.337 13.495 11.693  -0.9703
H 13.616 17.186 14.957  0.2133
H 13.260 15.516 14.642  -0.2263
H 12.041 16.535 15.332  0.3019
H 10.189 16.870 12.028  0.2448
H 9.936 16.048 10.480  0.2735
H 10.140 17.709 10.485  0.3303
H 10.355 13.529 11.221  0.3305
H 11.336 12.540 12.219  0.2432
H 11.937 13.497 10.783  0.3645
C 11.551 10.124 16.510  -0.6971
O 11.912 11.430 16.977  -0.3354
P 11.640 12.743 16.054  1.0247
O 12.156 14.029 16.631  -0.5359
O 12.295 12.210 14.648  -0.1786
C 13.680 12.105 14.496  0.0916
O 10.033 12.691 15.756  -0.4569
C 9.412 13.699 14.939  -0.4351
H 11.527 9.396 17.320  0.2864
H 12.292 9.754 15.801  0.2367
H 10.492 10.127 16.251  0.2912
H 13.799 11.056 14.226  0.5643
H 14.294 12.469 15.321  -0.0312
H 14.083 12.591 13.607  -0.4142
H 8.552 14.011 15.533  0.3357
H 9.102 13.148 14.051  0.2317
H 10.085 14.515 14.678  0.0529
C 16.641 24.566 18.377  -0.8130
O 16.931 23.536 17.413  -0.2658
P 17.814 22.220 17.858  -0.2640
O 17.744 21.124 16.878  0.9098
O 19.269 22.813 18.160  -0.2637
C 20.030 23.416 17.117  -0.7182
O 17.332 21.752 19.356  -0.4783
C 17.775 20.447 19.722  -0.1591
H 16.916 24.103 19.324  0.3325
H 15.584 24.799 18.511  0.2718
H 17.182 25.492 18.182  0.2543
H 20.935 22.886 16.819  0.2289
H 20.252 24.430 17.450  0.3371
H 19.345 23.591 16.288  0.2794
H 18.753 20.329 19.257  0.1791
H 17.024 19.733 19.384  0.0371
H 17.943 20.442 20.799  0.2633
C 19.522 21.767 8.681  -0.3865
O 20.494 22.558 9.302  -0.4009
P 20.531 22.916 10.887  0.4016
O 21.715 23.718 11.342  -0.7515
O 19.137 23.698 11.165  -0.1051
C 18.910 25.039 11.013  -0.8740
O 20.250 21.440 11.573  0.3043
C 20.383 21.239 12.993  -0.4350
H 18.617 21.734 9.288  -0.0408
H 19.908 20.783 8.414  0.2525
H 19.236 22.243 7.744  0.3455
H 18.026 25.299 10.431  0.2901
H 19.785 25.556 10.619  0.3420
H 18.782 25.555 11.964  0.2987
H 21.305 20.661 13.062  0.3046
H 19.606 20.555 13.335  -0.2556
H 20.427 22.127 13.623  0.5043
C 17.751 14.210 11.085  0.2870
O 18.077 12.818 11.204  -0.2995
P 17.063 11.811 11.922  0.2589
O 16.420 12.302 13.147  0.1338
O 16.142 11.327 10.672  -0.3565
C 14.949 12.033 10.359  -0.3746
O 18.009 10.552 12.243  -0.2106
C 17.611 9.207 11.946  -0.7725
H 17.807 14.484 10.031  0.4799
H 18.609 14.752 11.483  -0.3443
H 16.802 14.542 11.507  -0.1376
H 14.128 11.334 10.203  0.3673
H 14.976 12.624 9.444  0.3302
H 14.569 12.605 11.206  -0.1394
H 16.627 8.973 12.352  0.3089
H 18.310 8.519 12.421  0.2487
H 17.628 9.014 10.873  0.2984
C 19.855 13.546 16.296  -0.8208
O 19.665 13.876 17.660  0.7289
P 20.817 13.540 18.740  0.3822
O 20.977 12.076 18.963  -0.7564
O 22.123 14.348 18.114  -0.4002
C 22.053 15.786 17.867  -0.1934
O 20.299 14.407 20.035  -0.2759
C 18.991 14.095 20.547  -0.6015
H 20.565 12.739 16.119  0.4662
H 20.289 14.382 15.748  0.0716
H 18.914 13.284 15.812  0.0486
H 22.974 16.292 18.154  0.3700
H 21.268 16.256 18.460  0.1070
H 22.004 15.982 16.795  0.0454
H 18.934 14.244 21.625  0.3696
H 18.759 13.031 20.512  0.2628
H 18.170 14.669 20.118  0.1345
C 20.747 13.590 12.783  -0.3704
O 21.836 13.016 13.548  -0.1821
P 23.297 13.698 13.471  0.8222
O 23.489 15.072 14.011  -0.4381
O 24.187 12.590 14.246  -0.4618
C 23.781 12.013 15.508  -0.4662
O 23.808 13.510 11.915  -0.3774
C 25.127 13.904 11.505  -0.7213
H 19.741 13.244 13.020  0.1356
H 20.923 13.501 11.711  0.5714
H 20.692 14.670 12.918  -0.0037
H 24.609 11.869 16.202  0.3091
H 23.413 10.987 15.488  0.3064
H 23.139 12.679 16.085  0.0370
H 25.656 14.365 12.339  0.3243
H 25.027 14.643 10.710  0.2559
H 25.639 13.060 11.041  0.2548

No. 3
The following is a DFT calculation (the ωB97M-V functional and the def2-TZVPD basis) of a structure of composition C37H33BN7O4Sn in a non-equilibrium geometry.

## Properties
HOMO (spin up / spin down)   -15.38 / -15.37 eV
Lowest unoccupied orbital energy (spin up / spin down)   -10.7 / -11.3 eV
Total energy   -2352.36631 Ha
Charge   +3

Last column: Mulliken charge in e.
CARTESIAN COORDINATES (ANGSTROEM)
Sn -0.656 0.123 -0.360  2.1346
O -5.072 0.326 -2.304  -0.4151
C -3.970 0.212 -1.605  0.0668
O -2.869 0.561 -1.984  -0.5097
C -4.201 -0.385 -0.245  0.5584
C -5.446 -0.864 0.152  -0.7324
C -5.581 -1.342 1.444  -0.8214
C -4.491 -1.296 2.300  -1.0949
C -3.287 -0.803 1.814  1.0797
N -3.142 -0.380 0.556  0.1231
C -2.039 -0.638 2.633  0.1641
O -1.943 -1.158 3.833  -0.4625
O -1.101 -0.023 2.172  -0.2434
H -4.933 0.731 -3.172  0.4113
H -6.276 -0.856 -0.539  0.5790
H -6.529 -1.736 1.785  0.4999
H -4.603 -1.634 3.322  0.3191
H -2.719 -1.637 4.151  0.3084
C 5.260 0.152 0.849  -1.5020
C 4.194 0.185 -0.183  0.3919
C 4.328 0.175 -1.535  -1.1380
C 3.006 0.199 -2.053  0.2714
N 2.112 0.233 -1.009  0.5632
N 2.832 0.225 0.090  0.3765
B 2.233 0.184 1.530  -1.2934
N 1.488 -1.147 1.675  1.2220
N 0.658 -1.587 0.707  -0.3439
C 0.243 -2.816 1.048  -0.1883
C 0.827 -3.158 2.278  -1.0680
C 1.621 -2.086 2.641  0.5730
C 2.451 -1.928 3.864  -1.3676
C -0.632 -3.596 0.182  0.6830
C -0.832 -3.219 -1.153  0.0962
C -1.632 -3.977 -1.988  -1.0729
C -2.244 -5.127 -1.506  -0.5015
C -2.058 -5.509 -0.184  -0.8495
C -1.257 -4.753 0.655  -0.7277
N 1.302 1.425 1.733  1.2511
N 0.587 1.902 0.731  -0.4661
C 0.098 3.116 1.128  0.0907
C 0.517 3.358 2.461  -0.9139
C 1.277 2.271 2.813  0.4234
C 1.929 1.987 4.115  -1.5360
C -0.631 3.963 0.251  0.9583
C -0.734 3.663 -1.135  0.1408
C -1.417 4.501 -1.973  -0.9872
C -2.010 5.669 -1.465  -0.3371
C -1.915 5.983 -0.104  -0.8724
C -1.236 5.149 0.746  -0.6113
C 2.628 0.194 -3.422  1.0514
C 1.271 0.268 -3.828  0.0374
C 0.940 0.248 -5.156  -1.2755
C 1.947 0.156 -6.128  -0.4273
C 3.291 0.076 -5.752  -0.8854
C 3.633 0.100 -4.423  -0.6715
H 6.231 0.131 0.363  0.4153
H 5.173 -0.729 1.487  0.2995
H 5.222 1.034 1.490  0.3216
H 5.255 0.151 -2.081  0.5231
H 3.113 0.240 2.316  -0.1439
H 0.733 -4.082 2.823  0.5912
H 2.279 -2.768 4.532  0.4597
H 2.202 -1.009 4.394  0.1584
H 3.516 -1.899 3.626  0.2414
H -0.291 -2.362 -1.544  0.8504
H -1.772 -3.685 -3.021  0.4640
H -2.852 -5.731 -2.165  0.4503
H -2.539 -6.403 0.189  0.4578
H -1.113 -5.060 1.682  0.4042
H 0.326 4.224 3.071  0.5569
H 1.798 2.834 4.783  0.4502
H 2.996 1.798 4.003  0.3168
H 1.475 1.110 4.577  0.2152
H -0.229 2.790 -1.528  0.6725
H -1.487 4.278 -3.029  0.4776
H -2.538 6.336 -2.133  0.4571
H -2.371 6.887 0.276  0.4615
H -1.163 5.392 1.797  0.3976
H 0.502 0.346 -3.073  0.6582
H -0.096 0.302 -5.461  0.4972
H 1.681 0.153 -7.177  0.4531
H 4.060 0.000 -6.507  0.4463
H 4.673 0.041 -4.141  0.3882

No. 4
The following is a DFT calculation (the ωB97M-V functional and the def2-TZVPD basis) of a cluster of 2 separate species, C24H31ClN2O4 in total in a non-equilibrium geometry.

## Properties
HOMO   -6.00 eV
Lowest unoccupied orbital energy   -2.8 eV
Total energy   -1803.61701 Ha
Charge   0

Last column: natural (NBO) charge in e.
CARTESIAN COORDINATES (ANGSTROEM)
C -6.500 -1.956 2.429  -0.6207
C -5.000 -2.145 2.522  -0.0685
O -4.368 -0.904 2.235  -0.5058
C -3.018 -0.997 2.157  0.7387
C -2.378 0.320 1.952  -0.4689
Cl -0.748 0.339 2.105  0.0622
C -3.018 1.631 2.154  0.7349
O -2.392 2.680 2.252  -0.6695
O -4.369 1.556 2.231  -0.5064
C -4.975 2.818 2.514  -0.0691
C -6.477 2.664 2.428  -0.6212
O -2.395 -2.043 2.255  -0.6676
H -6.960 -2.922 2.609  0.2047
H -6.901 -1.260 3.165  0.2080
H -6.822 -1.624 1.443  0.2098
H -4.693 -2.460 3.534  0.1790
H -4.645 -2.874 1.773  0.1863
H -4.653 3.132 3.524  0.1801
H -4.602 3.533 1.760  0.1881
H -6.911 3.640 2.607  0.2051
H -6.809 2.336 1.446  0.2094
H -6.889 1.981 3.168  0.2074
C 1.490 -6.055 -1.926  -0.3970
N 2.631 -5.448 -1.249  -0.5013
C 3.901 -6.063 -1.616  -0.3972
C 2.536 -4.093 -0.869  0.2546
C 2.168 -3.714 0.447  -0.2604
C 1.894 -2.405 0.760  -0.0389
C 1.965 -1.366 -0.233  -0.1777
C 1.629 -0.034 0.166  0.0829
C 2.141 1.181 -0.382  -0.1781
C 2.092 2.363 0.438  -0.0982
C 2.486 3.590 -0.047  -0.2302
C 2.945 3.741 -1.381  0.2496
N 3.174 5.012 -1.942  -0.4971
C 4.495 5.431 -2.395  -0.3983
C 2.091 5.646 -2.686  -0.3968
C 3.074 2.582 -2.182  -0.2606
C 2.707 1.351 -1.682  -0.0732
C 2.336 -1.774 -1.548  -0.1327
C 2.674 -3.079 -1.848  -0.2391
H 0.555 -5.637 -1.533  0.2160
H 1.518 -5.898 -3.019  0.1689
H 1.500 -7.135 -1.745  0.2019
H 4.706 -5.686 -0.971  0.2087
H 3.791 -7.145 -1.462  0.2049
H 4.159 -5.886 -2.677  0.1674
H 2.161 -4.512 1.203  0.2397
H 1.660 -2.139 1.791  0.2270
H 1.066 0.054 1.101  0.2420
H 1.779 2.277 1.478  0.2384
H 2.511 4.485 0.587  0.2389
H 5.267 5.061 -1.706  0.2093
H 4.715 5.085 -3.422  0.1683
H 4.504 6.529 -2.390  0.2058
H 1.125 5.382 -2.239  0.2161
H 2.218 6.733 -2.643  0.2017
H 2.083 5.351 -3.750  0.1702
H 3.492 2.661 -3.196  0.2241
H 2.886 0.480 -2.296  0.1958
H 2.349 -1.039 -2.346  0.2049
H 3.047 -3.331 -2.849  0.2239